Record 1
{"formula": "C32H30Ge2N7SSn", "method": "ωB97M-V with the def2-TZVPD basis set", "species": ["C", "H", "H", "C", "C", "S", "C", "N", "N", "Ge", "C", "H", "H", "C", "C", "H", "C", "H", "H", "H", "C", "H", "H", "H", "C", "C", "C", "C", "H", "H", "H", "Ge", "H", "H", "N", "C", "N", "C", "H", "C", "C", "H", "H", "C", "C", "H", "C", "H", "N", "H", "H", "C", "C", "C", "H", "H", "N", "C", "H", "H", "C", "N", "H", "C", "C", "C", "H", "C", "Sn", "C", "C", "C", "H"], "positions_angstrom": [[-2.3485, -5.2471, 0.0673], [4.6060, -2.4646, 3.7217], [2.8127, -1.0845, -3.2470], [1.1646, 4.8524, 1.2971], [-1.0776, -3.5224, 1.9241], [-2.7028, -0.6047, -0.4925], [1.8512, 3.6323, 1.3378], [6.0226, 2.6415, 1.7743], [-5.0312, 0.2111, -1.2426], [0.3377, -1.9853, -0.1760], [-1.7031, -4.0941, -0.3507], [-2.8753, -6.4693, 1.8324], [4.9562, -3.3154, 1.3339], [-3.0223, 5.4679, 0.9572], [-2.0452, 3.4744, -0.1398], [-3.9696, 7.1060, 1.9191], [1.3558, -4.8828, -2.1235], [-0.6891, -2.8084, 2.6600], [-2.2822, 5.3947, 1.7238], [2.4447, -1.1962, 4.2223], [3.0206, -2.5978, 0.7105], [0.3800, -1.6421, -4.4443], [-5.7832, 5.6750, -1.7535], [3.4667, -2.6977, -3.6245], [2.9777, -2.0947, -2.8537], [-5.0125, 5.5786, -0.9669], [-0.6869, 3.6329, 0.3379], [-2.4020, -5.5418, 1.4361], [-5.7276, 0.8946, -1.4666], [0.6897, -1.0809, 2.6915], [-0.6259, 5.7672, 0.5509], [1.2004, -2.8905, -2.3612], [-5.7920, 7.2804, 0.2528], [-1.7943, -3.8673, -1.4268], [-3.5554, 1.9042, -0.9502], [1.2951, 2.4487, 0.9334], [0.0873, 2.4817, 0.3435], [-1.8201, -4.6074, 2.3273], [3.1193, -2.9469, -0.2995], [5.1413, 0.9192, 0.1126], [-3.0019, 4.5835, -0.1406], [-5.1351, -0.8050, -1.4723], [-0.6132, -3.0686, -4.1985], [-4.0155, 6.4539, 1.0499], [3.9399, 0.8830, -0.5750], [-2.8679, -5.8345, -0.6890], [3.8531, -2.2969, 2.9639], [-1.9190, -4.7541, 3.4193], [6.8529, -0.9859, -0.1060], [2.8749, 3.5590, 1.7520], [3.5955, -1.9926, -1.9660], [-5.0390, 6.4883, 0.1196], [-4.0161, 4.6531, -1.1176], [-0.1420, -2.2272, -3.6898], [0.6743, -5.3081, -1.3741], [1.7835, 1.4769, 1.0212], [-2.2884, 2.2674, -0.6049], [-0.9729, -3.3243, 0.5297], [1.6218, 5.7607, 1.7154], [-4.0496, 3.9619, -1.9550], [1.6441, -1.4721, 2.3290], [2.9245, 0.7411, -1.1570], [1.1295, -5.3939, -3.0437], [-3.7646, 0.6183, -0.9344], [6.0835, -0.1012, -0.0239], [1.8305, -1.9931, 1.0433], [-0.9570, -1.6630, -3.2657], [2.6605, -1.6210, 3.2575], [-0.5737, 0.7506, -0.9189], [4.0425, -2.7548, 1.6513], [-0.0944, 4.8713, 0.6857], [5.5817, 1.8895, 0.9970], [2.3749, -5.0831, -1.8510]], "forces_ev_per_angstrom": [[-0.62, -0.19, 0.73], [0.02, 0.13, -0.03], [-0.02, -0.23, 0.12], [0.09, -0.60, -0.67], [-0.47, 0.02, -1.14], [0.94, -0.99, 0.41], [1.64, 0.63, 1.50], [-0.65, -0.65, -0.85], [0.68, -1.66, -0.15], [0.49, -0.87, -0.82], [-0.02, -0.40, -0.89], [0.32, 0.96, -0.43], [-0.79, 0.75, 0.50], [-0.83, 0.11, -1.16], [-0.40, -1.30, -1.48], [-0.26, 0.07, -0.29], [-0.79, 0.71, 0.17], [0.09, -0.53, -0.45], [0.18, -0.08, 0.37], [0.38, -0.12, 0.48], [0.39, 0.09, 0.33], [-0.04, 0.14, 0.02], [0.42, -0.18, 0.61], [-0.02, -0.02, 0.21], [-0.83, -0.02, 0.03], [-1.11, 1.49, -0.16], [2.75, -0.04, -0.32], [0.27, 0.22, 0.13], [-0.15, 0.05, -0.23], [0.27, 0.19, -0.40], [-0.52, 0.90, -0.09], [-0.14, 0.55, 0.00], [0.17, -0.67, -0.42], [0.47, 0.11, 0.58], [0.30, 0.84, -0.13], [-1.00, 0.42, -1.08], [-1.01, 0.60, 1.51], [-0.40, -1.13, 1.25], [0.39, -0.30, -0.13], [0.32, -0.23, -0.22], [-0.60, -0.04, 0.82], [-0.18, 1.77, 0.41], [0.05, -0.11, -0.11], [0.49, -0.83, 0.34], [-1.90, -0.44, -0.98], [0.13, -0.12, 0.35], [-0.41, 0.18, -0.91], [-0.06, -0.14, -0.72], [-1.38, 1.65, 0.11], [-0.71, 0.29, -0.10], [0.20, -0.06, -0.18], [0.24, 0.18, -0.26], [0.40, -0.09, 0.35], [0.43, -0.95, -0.18], [0.25, 0.37, -0.04], [0.01, 0.37, -0.21], [-0.56, 0.66, 0.89], [0.52, 1.79, 0.55], [-0.22, -0.47, -0.45], [0.18, 0.23, 0.27], [0.52, -0.62, 0.07], [1.34, 0.47, 0.95], [0.03, -0.11, -0.56], [-1.66, 0.45, -0.41], [1.59, -2.88, -0.58], [-1.07, 0.80, 0.82], [-0.10, 0.37, 0.34], [0.06, 0.01, 0.16], [0.22, -0.67, -0.56], [0.42, -0.68, 0.00], [0.47, -1.97, 0.67], [0.27, 2.02, 1.62], [0.49, -0.18, 0.19]], "multiplicity": 2, "de_lowest_kj_mol": 89.0, "total_energy_ev": -173796.551, "orbital_gap_ev": [5.15, 4.39], "s2": 0.768}

Record 2
{"formula": "C5H6N2", "method": "ωB97M-V with the def2-TZVPD basis set", "species": ["C", "C", "H", "H", "H", "C", "N", "H", "H", "C", "N", "H", "C"], "positions_angstrom": [[-0.9850, 0.7426, 0.4641], [1.1401, 0.4671, -0.7076], [-2.0117, 1.0546, 0.2366], [1.7580, 0.7712, -1.5475], [0.5343, -1.3714, 1.2960], [-0.7545, -0.7646, 0.2506], [-0.1958, 1.0732, -0.7700], [-0.6520, 1.2374, 1.3809], [-1.5034, -1.5289, 0.3924], [1.7162, 0.1011, 0.5477], [1.3014, -0.5491, 1.4731], [-0.2064, -0.8394, -2.0034], [-0.1412, -0.3939, -1.0129]], "forces_ev_per_angstrom": [[0.01, 0.00, 0.35], [0.34, 0.12, 0.09], [0.20, -0.18, 0.11], [-0.11, -0.18, 0.16], [-1.10, 0.86, -1.09], [-0.15, -0.27, -0.11], [-0.01, 0.01, 0.05], [0.02, -0.14, -0.09], [-0.15, 0.02, -0.18], [-0.51, -0.22, 0.40], [1.51, 0.50, 0.08], [0.11, 0.00, 0.25], [-0.16, -0.53, -0.01]], "de_lowest_kj_mol": 561.3, "total_energy_ev": -8256.541, "orbital_gap_ev": [8.35, 8.35]}

Record 3
{"formula": "CHBrF2OS", "method": "ωB97M-V with the def2-TZVPD basis set", "species": ["F", "Br", "S", "F", "O", "H", "C"], "positions_angstrom": [[1.4821, -0.6752, 0.1695], [-1.9530, 1.6173, 0.2812], [-1.0823, -0.4382, 0.6420], [0.3111, -1.1109, -1.6126], [-0.4075, -0.3767, 1.9266], [1.1412, 1.3032, -0.8102], [0.5084, -0.3195, -0.5965]], "forces_ev_per_angstrom": [[1.19, -1.54, 0.49], [0.19, -0.35, -0.23], [0.85, 0.75, -0.50], [0.28, -0.13, -0.55], [-0.21, -0.27, 0.09], [-2.13, -3.57, -0.14], [-0.18, 5.11, 0.82]], "de_lowest_kj_mol": 368.4, "total_energy_ev": -89409.374, "orbital_gap_ev": 9.10}

Record 4
{"formula": "C6H8NS", "method": "ωB97M-V with the def2-TZVPD basis set", "species": ["C", "H", "C", "C", "C", "S", "H", "H", "C", "N", "H", "C", "H", "H", "H", "H"], "positions_angstrom": [[1.8374, -0.9198, -0.3958], [-3.5233, -0.0785, -0.1291], [2.7801, 1.3511, 0.3624], [-0.7723, -1.0561, -0.1762], [0.5188, -1.5069, -0.1011], [-0.4125, 1.6623, -0.4153], [-1.6255, -1.7263, -0.0004], [3.3543, 1.8727, 1.1150], [2.3443, 0.2171, -0.0374], [-2.9446, 0.5535, 0.2687], [-3.1958, 1.5243, -0.0743], [-1.1995, 0.3036, -0.3701], [2.9239, 1.5018, -0.6089], [-3.0872, 0.4478, 1.2522], [0.6036, -2.5070, 0.1766], [2.3983, -1.6396, -0.8661]], "forces_ev_per_angstrom": [[-2.77, -0.62, 0.25], [-2.50, -2.56, -2.02], [0.22, -1.19, 2.30], [-1.37, 0.16, 0.20], [-0.60, 2.51, -0.98], [-0.57, 0.17, -0.81], [0.78, -0.14, 0.04], [-0.35, -0.51, 0.21], [-0.38, -0.47, 3.16], [2.73, 3.04, -0.72], [0.40, -1.44, 0.74], [0.99, 0.46, 2.00], [0.95, 3.54, -4.84], [0.42, 0.29, 0.99], [0.08, -1.74, 0.17], [1.95, -1.50, -0.68]], "charge": 1, "de_lowest_kj_mol": 400.7, "total_energy_ev": -18664.793, "orbital_gap_ev": 7.50}